The following is a DFT calculation (ωB97M-V with the def2-TZVPD basis set) of C42H41ClIrN5O2S2 as an isolated structure in a non-equilibrium geometry.

XYZ file:
```
94
Properties=species:S:1:pos:R:3:forces:R:3:lowdin_charge:R:1
Ir 0.274365 0.298011 0.525847 1.06 1.02 -0.75 1.108
C -3.162589 -2.539533 1.289862 0.01 -0.02 0.02 -0.063
C -3.600184 -1.103853 1.214573 -0.04 -0.04 0.08 -0.205
C -4.783237 -0.732886 1.849189 -0.03 0.02 -0.04 -0.038
C -5.308784 0.540011 1.714854 -0.01 -0.02 -0.01 -0.072
C -4.672975 1.457033 0.894302 0.05 -0.01 -0.01 -0.050
C -3.486710 1.126258 0.250112 -0.07 0.16 0.06 -0.209
C -2.891346 2.081594 -0.748414 0.04 0.02 -0.03 -0.054
C -2.920182 -0.132006 0.470659 0.20 0.19 -0.13 -0.211
N -1.630187 -0.412047 -0.086070 -0.03 -0.11 0.01 -0.066
C -1.583304 -1.417751 -0.993513 0.15 -0.34 0.06 -0.508
O -2.505107 -1.950332 -1.587418 -0.09 0.13 0.04 0.080
C -0.185286 -1.967996 -1.207517 0.09 0.15 -0.03 -0.168
C 0.148991 -3.074438 -1.963970 0.02 0.02 -0.05 0.047
C 1.486698 -3.450529 -2.016849 -0.02 -0.05 -0.05 0.006
C 2.469348 -2.719094 -1.351428 0.05 0.11 -0.01 0.042
C 2.076155 -1.620883 -0.618669 -0.09 0.05 -0.05 -0.158
N 0.779294 -1.313153 -0.569792 -0.19 -0.38 0.96 -0.092
C 2.995029 -0.697008 0.164608 -0.01 -0.50 -0.20 -0.464
O 4.196351 -0.873761 0.100372 -0.02 0.11 0.14 0.103
N 2.330598 0.245707 0.887982 -0.48 -0.10 0.13 -0.066
C 3.128217 1.080859 1.740159 0.01 0.13 -0.18 -0.213
C 3.919633 2.089240 1.173698 0.02 0.10 -0.03 -0.208
C 4.117847 2.197570 -0.312005 0.01 -0.03 0.00 -0.026
C 4.609236 2.957983 2.008978 0.00 -0.04 0.01 -0.064
C 4.534918 2.828558 3.387491 0.00 -0.01 -0.02 -0.080
C 3.806264 1.788426 3.931632 0.04 -0.01 -0.03 -0.033
C 3.124777 0.880742 3.121222 0.01 0.00 0.13 -0.205
C 2.527601 -0.338889 3.766872 0.04 -0.08 -0.05 -0.062
H -3.541978 -3.006078 2.198424 0.02 0.01 0.01 0.084
H -2.081449 -2.649932 1.278569 0.02 0.00 -0.03 0.026
H -3.553464 -3.090464 0.432576 -0.03 0.04 -0.01 0.090
H -5.307233 -1.472518 2.442236 0.00 0.01 0.01 0.115
H -6.232719 0.802891 2.212868 0.01 0.00 0.02 0.106
H -5.110380 2.433952 0.726848 -0.02 0.00 0.00 0.108
H -3.549572 2.939533 -0.884067 -0.01 0.00 0.00 0.081
H -2.763859 1.593118 -1.717062 -0.01 -0.02 0.01 0.082
H -1.911148 2.454592 -0.446801 -0.10 -0.05 0.01 -0.002
H -0.636613 -3.606688 -2.481283 0.01 -0.02 0.00 0.133
H 1.772752 -4.322691 -2.589771 0.00 0.00 0.00 0.123
H 3.519236 -2.973224 -1.386271 -0.01 -0.03 -0.01 0.132
H 3.241329 1.867067 -0.864777 -0.09 0.02 -0.07 0.046
H 4.933155 1.542066 -0.625230 0.01 0.02 0.02 0.097
H 4.378401 3.219200 -0.594452 -0.02 0.01 -0.02 0.075
H 5.224480 3.732661 1.566445 0.01 0.02 0.00 0.116
H 5.078868 3.507906 4.031340 -0.01 0.00 0.01 0.106
H 3.793311 1.639026 5.004627 0.00 0.00 0.00 0.120
H 1.916039 -0.081990 4.633431 0.00 0.00 0.00 0.088
H 3.333676 -0.983535 4.122498 0.02 0.02 0.02 0.100
H 1.926710 -0.930059 3.082840 0.11 0.03 0.03 0.012
S 0.438421 1.250613 -1.712671 -0.11 -0.05 -0.20 0.866
C 0.929189 2.834900 -1.477015 -0.16 0.31 0.40 -0.606
N 1.527755 3.568867 -2.383552 0.18 -0.20 -0.14 -0.069
C 1.931902 4.945424 -2.092388 0.00 -0.03 -0.09 -0.072
C 0.860882 5.612534 -1.284206 -0.02 -0.05 0.14 -0.073
N 0.590290 4.805867 -0.093679 -0.12 -0.17 0.01 -0.074
C 0.163532 5.568142 1.098897 0.03 0.02 -0.18 -0.094
C 1.323891 6.344906 1.662412 -0.08 -0.01 0.08 -0.223
C 2.391651 5.664374 2.242035 0.03 0.03 -0.01 -0.024
C 3.463449 6.375926 2.755020 -0.01 -0.02 -0.02 -0.060
C 3.473070 7.764242 2.695760 0.01 0.04 0.01 -0.066
C 2.410034 8.444268 2.121773 0.00 -0.04 -0.01 -0.065
C 1.335288 7.732649 1.603435 0.03 0.00 0.01 -0.046
C 0.597234 3.486146 -0.155157 -0.09 0.19 -0.18 -0.566
S 0.136146 2.552273 1.154548 -0.01 -0.06 0.44 0.858
C 1.971966 3.024612 -3.684436 0.00 0.03 0.07 -0.094
C 1.261967 3.714410 -4.818175 -0.01 -0.04 0.00 -0.227
C 1.929733 4.624674 -5.627088 0.00 -0.01 -0.02 -0.048
C 1.255174 5.271583 -6.654878 0.00 -0.01 0.01 -0.064
C -0.088767 5.010567 -6.870867 -0.01 0.00 -0.01 -0.067
C -0.760948 4.098417 -6.065488 0.03 0.01 0.00 -0.061
C -0.087055 3.450171 -5.043847 -0.02 0.02 0.01 -0.031
H 2.062638 5.462192 -3.041096 0.00 -0.02 -0.01 0.135
H 2.885950 4.922777 -1.559274 0.00 0.06 0.03 0.142
H -0.067156 5.722254 -1.852883 0.04 0.02 -0.06 0.154
H 1.190217 6.594768 -0.949708 0.04 -0.01 0.00 0.137
H -0.261379 4.879284 1.821582 0.03 -0.03 0.03 0.088
H -0.634904 6.235813 0.765977 0.03 0.03 0.03 0.141
H 2.393224 4.580498 2.299246 -0.03 0.00 0.00 0.099
H 4.287988 5.842896 3.209653 0.00 0.02 0.00 0.099
H 4.308940 8.316776 3.103729 0.00 0.00 0.00 0.111
H 2.412962 9.524946 2.079944 0.00 0.00 0.00 0.111
H 0.497505 8.261701 1.162760 0.00 0.00 0.01 0.117
H 1.775621 1.955622 -3.676643 0.03 0.01 -0.03 0.086
H 3.052910 3.173550 -3.732709 0.00 0.04 -0.04 0.143
H 2.985038 4.817201 -5.467701 0.00 0.00 0.00 0.117
H 1.781544 5.973181 -7.287762 0.00 0.00 0.00 0.111
H -0.614180 5.510140 -7.673658 0.00 0.00 0.00 0.111
H -1.806391 3.885216 -6.243101 0.00 0.00 0.00 0.112
H -0.609037 2.727779 -4.424751 0.01 0.00 0.00 0.110
Cl -0.567471 -1.377231 3.043525 -0.08 -0.06 0.04 0.648
C -0.357812 0.293358 2.531154 -0.19 -0.63 -0.27 -0.767
H 0.427412 0.732935 3.141435 -0.13 0.12 -0.02 -0.018
H -1.314954 0.801535 2.618032 -0.02 -0.01 0.05 0.009
```
Forces are in eV/Å.

Calculated values
- M (g/mol) = 939.627
- expectation value of S² = 0.7559
- max |F| (eV Å⁻¹) = 1.7
- HOMO (alpha / beta) (eV) = -10.35 / -10.32
- net charge = +1
- E (Ha) = -3410.09985
- relative energy (zero: lowest compared OMol25 entry of this formula, charge and spin) (kcal/mol) = 35.16
- 2S+1 = 2

The following is a DFT calculation (ωB97M-V with the def2-TZVPD basis set) of C42H41N5O6PtSeTe as an isolated structure in a non-equilibrium geometry.

XYZ file:
```
97
Properties=species:S:1:pos:R:3:forces:R:3:lowdin_charge:R:1
Pt -0.275877 0.253990 0.364111 0.11 -0.80 -0.66 0.954
C 1.850906 -3.798203 5.898618 -0.04 0.01 -0.02 -0.053
C 1.685228 -2.971582 4.650906 0.08 0.02 -0.01 -0.261
C 2.769339 -2.680761 3.814889 -0.10 -0.07 0.01 0.019
C 2.612277 -1.941500 2.668454 -0.10 0.18 -0.12 -0.100
C 3.768661 -1.787653 1.732557 0.06 0.09 0.08 -0.278
O 3.737668 -2.279497 0.621157 0.11 -0.08 -0.05 0.082
C 4.986016 -1.072417 2.213648 -0.03 0.02 -0.05 -0.137
C 4.945830 -0.245075 3.331026 -0.02 -0.02 0.05 -0.021
C 6.089814 0.422255 3.742307 0.00 0.00 0.00 -0.072
C 7.276881 0.254269 3.044915 -0.02 -0.01 0.00 -0.079
C 7.319584 -0.567554 1.924368 0.00 0.01 0.01 -0.070
C 6.175326 -1.221064 1.504333 0.01 -0.01 -0.01 -0.008
C 1.355194 -1.368703 2.310802 0.04 0.11 0.18 -0.301
O 1.337761 -0.549915 1.318333 0.04 0.22 -0.33 -0.161
C 0.239513 -1.722707 3.107517 0.04 -0.07 -0.10 -0.068
C 0.452601 -2.500207 4.263526 0.00 -0.04 0.07 0.023
C -1.129331 -1.381269 2.748416 -0.02 0.11 0.14 -0.179
N -1.502192 -0.603601 1.789183 -0.06 0.27 -0.81 -0.052
C -2.944008 -0.429410 1.548736 -0.15 0.27 0.30 -0.314
C -3.533740 0.752865 2.319268 0.13 -0.11 -0.13 -0.484
Te -2.875027 2.724515 1.785934 0.03 -0.12 -0.03 1.259
C -0.871799 2.440734 2.382486 0.02 0.27 0.12 -0.593
C 0.160207 2.765908 1.500213 -0.08 0.84 0.75 -0.208
C 1.479114 2.704688 1.948351 -0.09 0.02 -0.16 -0.080
C 1.771425 2.243122 3.219185 -0.01 -0.09 0.02 -0.086
C 0.741536 1.882169 4.080251 0.03 -0.04 -0.02 -0.086
C -0.577008 2.005098 3.670368 -0.03 -0.12 -0.10 -0.159
C -2.178594 -2.063616 3.576602 -0.10 0.07 -0.04 -0.225
C -2.617153 -3.328908 3.203008 0.04 -0.02 0.00 -0.025
C -3.587345 -3.976745 3.950311 -0.01 0.00 0.01 -0.066
C -4.123366 -3.365219 5.075719 0.00 0.00 0.01 -0.081
C -3.670647 -2.112941 5.462524 -0.01 0.01 0.00 -0.064
C -2.698677 -1.463053 4.714687 0.04 -0.05 0.04 -0.043
H 2.904308 -3.949627 6.130346 0.02 0.00 0.02 0.073
H 1.388917 -4.780893 5.787164 0.02 -0.03 0.01 0.079
H 1.382692 -3.315061 6.756768 0.01 0.01 0.03 0.078
H 3.753208 -3.068205 4.058910 0.04 0.01 0.02 0.133
H 4.016152 -0.120615 3.871374 -0.01 0.00 0.00 0.111
H 6.055867 1.069392 4.608455 0.00 0.01 0.01 0.104
H 8.171542 0.765391 3.374676 0.02 0.02 0.00 0.103
H 8.246294 -0.695683 1.381464 0.01 0.01 -0.01 0.104
H 6.179165 -1.855493 0.628580 0.00 0.00 -0.02 0.120
H -0.394291 -2.734467 4.896082 0.02 -0.02 -0.04 0.121
H -3.500825 -1.321958 1.839590 0.11 -0.02 0.00 0.115
H -3.073150 -0.294931 0.482345 -0.12 -0.07 0.02 -0.012
H -3.350739 0.646997 3.385223 -0.08 -0.03 0.01 0.018
H -4.612789 0.757105 2.163029 -0.03 0.08 0.03 0.050
H -0.049020 3.237954 0.551883 0.00 -0.34 -0.16 0.077
H 2.266916 3.027494 1.281185 0.04 -0.06 -0.04 0.111
H 2.801671 2.172757 3.544169 0.02 0.02 0.02 0.095
H 0.960815 1.532292 5.081048 0.02 -0.02 0.02 0.103
H -1.379236 1.753599 4.354835 0.00 0.06 0.03 0.086
H -2.195122 -3.797304 2.322427 0.01 0.00 -0.05 0.128
H -3.924871 -4.960744 3.654168 -0.02 -0.02 -0.01 0.105
H -4.890231 -3.865131 5.651435 0.00 -0.03 0.03 0.102
H -4.073299 -1.638450 6.347407 -0.01 0.00 0.02 0.106
H -2.321153 -0.498671 5.031087 -0.01 0.03 0.00 0.115
C -0.568460 2.500303 -3.808387 -0.09 0.14 -0.01 -0.019
N -0.670311 1.049807 -3.865796 0.05 -0.04 0.08 -0.099
C -0.239556 0.275137 -4.914082 -0.05 -0.05 -0.03 -0.024
C -0.665888 -0.984322 -4.671671 0.00 0.05 -0.08 -0.030
N -1.349153 -0.957746 -3.479997 0.13 0.04 0.08 -0.101
C -2.081655 -2.080638 -2.915167 -0.10 -0.01 0.13 -0.011
C -1.318855 0.284837 -2.969494 0.08 0.03 0.04 -0.611
Se -2.072520 0.922141 -1.361991 0.30 0.17 0.45 0.735
H 0.192258 2.810325 -4.518568 0.00 0.00 0.00 0.089
H -0.295418 2.817985 -2.806632 -0.01 0.00 -0.04 0.057
H -1.528664 2.940124 -4.074153 0.00 0.00 -0.04 0.102
H 0.335957 0.681772 -5.724332 0.03 0.02 -0.03 0.129
H -0.539490 -1.889096 -5.235000 0.01 -0.05 -0.01 0.126
H -1.776848 -2.980728 -3.442428 0.01 -0.01 0.03 0.098
H -3.150645 -1.914688 -3.046281 0.01 -0.02 -0.03 0.098
H -1.839945 -2.170664 -1.860034 0.05 -0.05 0.03 0.053
O 3.521987 -0.482935 -1.699941 -0.05 -0.04 0.13 0.044
C 3.523597 0.474153 -2.648276 -0.03 0.01 -0.09 -0.256
C 4.420547 0.313025 -3.703791 -0.01 0.01 -0.04 -0.011
C 4.494076 1.259432 -4.707477 0.02 -0.03 0.01 -0.088
C 3.706129 2.404258 -4.656544 -0.03 0.03 0.01 -0.095
C 2.825236 2.565506 -3.602290 0.09 0.06 0.02 -0.045
C 2.693644 1.600167 -2.607470 -0.09 -0.11 -0.02 -0.061
C 1.619635 1.794807 -1.568152 0.19 0.11 0.07 -0.578
O 1.238377 2.919966 -1.296027 -0.13 0.07 0.05 0.029
O 1.162577 0.679177 -1.084115 -0.17 -0.27 0.21 -0.229
H 2.786602 -0.312351 -1.078059 0.06 0.05 -0.03 0.076
H 5.043413 -0.571228 -3.717814 0.01 -0.02 0.01 0.116
H 5.176263 1.107252 -5.534125 0.04 0.01 0.01 0.101
H 3.788652 3.161526 -5.424242 -0.01 0.01 -0.01 0.097
H 2.223441 3.459871 -3.511274 -0.02 0.00 0.00 0.112
N 1.373354 -2.460489 -1.624844 0.17 0.14 -0.02 0.186
C 0.664913 -2.890683 -0.534548 -0.12 -0.12 0.03 -0.658
N 1.282457 -3.831054 0.246986 0.01 -0.17 0.00 0.177
O -0.478971 -2.506456 -0.321486 -0.26 -0.49 0.08 -0.041
H 2.373068 -2.604110 -1.595566 0.00 0.04 0.00 0.086
H 1.130894 -1.514312 -1.895977 -0.05 -0.10 0.00 0.074
H 2.280080 -3.714390 0.372677 -0.03 0.05 -0.02 0.072
H 0.779127 -4.028652 1.098175 0.00 0.05 -0.03 0.099
```
Forces are in eV/Å.

Calculated values
- M (g/mol) = 1113.457
- max |F| (eV Å⁻¹) = 1.1
- HOMO (eV) = -7.26
- E (Ha) = -5139.17946
- relative energy (zero: lowest compared OMol25 entry of this formula, charge and spin) (kcal/mol) = 0.00
- 2S+1 = 1